# 1
68
Properties=species:S:1:pos:R:3:mulliken_charge:R:1 method="wB97M-V/def2-TZVPD" charge=-1 homo_lumo_gap_ev=5.288 spin_multiplicity=1 e_lumo_ev=2.38
C 2.50859 -1.03415 -5.42968 -0.374
C 1.89590 -2.27481 -5.61779 -0.575
C 0.70081 -2.56895 -4.95532 -0.206
C 0.13257 -1.61816 -4.10455 0.060
S -1.33719 -1.98546 -3.10278 1.248
C -0.70666 -1.97259 -1.39949 -0.477
C -0.92371 -0.92463 -0.58054 0.406
S 0.41667 -3.33662 -1.05303 1.244
C 1.83101 -2.45686 -0.38334 -0.067
C 2.79135 -1.95114 -1.25796 -0.267
C 3.71767 -1.03137 -0.77418 -0.686
C 3.75977 -0.75445 0.59454 -0.345
C 2.91453 -1.42127 1.48259 -0.387
C 1.91570 -2.25387 0.99091 -0.320
O -0.09737 -4.19656 -0.02088 -0.716
O 0.90484 -3.86011 -2.31402 -0.582
O -2.23931 -0.86537 -3.23613 -0.643
O -1.75220 -3.32830 -3.41094 -0.682
C 0.72926 -0.37191 -3.94423 -0.316
C 1.92884 -0.08213 -4.58960 -0.668
H 3.44684 -0.80548 -5.92601 0.369
H 2.35593 -3.02703 -6.26323 0.357
H 0.22636 -3.53949 -5.07753 0.442
H -0.42181 -0.88681 0.37700 -0.306
H -1.63415 -0.17615 -0.88853 0.461
H 2.79942 -2.26183 -2.30080 0.495
H 4.40347 -0.54926 -1.47043 0.397
H 4.47262 -0.03120 0.98354 0.393
H 3.00263 -1.29999 2.56081 0.361
H 1.20277 -2.75576 1.64395 0.421
H 0.27524 0.35533 -3.27392 0.419
H 2.40011 0.88539 -4.40804 0.455
C -3.52234 3.95272 -2.89939 -1.363
C -2.28244 3.10543 -2.72366 0.201
O -2.05507 2.99282 -1.28503 -0.312
C -0.97822 2.25812 -0.90275 -0.175
C -1.11048 1.92840 0.52165 -0.291
N -0.22414 1.32805 1.24367 -0.273
C -0.43519 0.99375 2.52044 -0.405
C 0.73920 0.85327 3.36766 0.984
C 0.76658 -0.08962 4.42407 -0.562
C 1.91561 -0.20721 5.20752 -0.795
C 3.04235 0.57892 4.92557 -0.512
C 3.02878 1.48142 3.85038 -0.556
C 1.89097 1.59799 3.05600 -0.499
C -1.78630 0.76343 3.05012 1.070
C -2.08412 0.84418 4.43956 -0.668
C -3.38742 0.63883 4.89417 -0.737
C -4.42667 0.38267 3.98818 -0.491
C -4.14841 0.32229 2.61900 -0.933
C -2.84565 0.49624 2.16462 -0.012
O -0.09179 1.89006 -1.64367 -0.725
H -3.78557 3.97749 -3.96052 0.403
H -4.36950 3.53288 -2.34426 0.321
H -3.35578 4.97934 -2.54926 0.311
H -2.44214 2.08809 -3.11249 0.079
H -1.40094 3.56211 -3.20089 0.255
H -1.91267 2.49623 1.04025 0.551
H -0.10919 -0.72447 4.61501 0.557
H 1.92324 -0.93309 6.02785 0.325
H 3.92615 0.49286 5.55879 0.338
H 3.91130 2.07536 3.61318 0.409
H 1.87420 2.26344 2.19176 0.387
H -1.29170 1.04477 5.16623 0.552
H -3.58650 0.65462 5.96730 0.363
H -5.44703 0.23845 4.33981 0.354
H -4.92217 0.11288 1.88047 0.385
H -2.63750 0.40827 1.09823 0.555

# 2
8
Properties=species:S:1:pos:R:3:mulliken_charge:R:1 method="wB97M-V/def2-TZVPD" charge=-2 homo_lumo_gap_ev=3.400 spin_multiplicity=1 e_lumo_ev=5.41
N -0.01823 2.04179 0.37257 -0.193
N 1.76970 -0.41292 1.66075 0.659
N 2.89632 -0.40470 1.59955 -0.799
N -1.14678 1.99724 0.26747 0.672
N 0.63659 -0.14764 1.61897 -0.216
O -2.33538 1.88452 0.33332 -0.497
S -0.85039 -0.89840 1.97173 -0.625
H -0.95182 -4.05989 -7.82434 -1.000

# 3
41
Properties=species:S:1:pos:R:3:mulliken_charge:R:1 method="wB97M-V/def2-TZVPD" smiles="N[C@@]1(C(=O)O)C[C@H]2C[C@H](O)[C@H](F)[C@H]2[C@@H]1CCCB(O)O" homo_lumo_gap_ev=9.781 spin_multiplicity=1 e_lumo_ev=0.12
N 1.49048 -0.67659 2.86432 -0.843
C 0.28965 -0.39380 2.06584 2.097
C -0.61637 -1.60782 2.05246 -0.071
O -0.18601 -2.60862 2.59435 -0.647
O -1.76989 -1.48263 1.37211 -0.440
C -0.52690 0.81991 2.64842 -1.977
C -1.02447 1.64617 1.43584 0.295
C -0.66594 3.13169 1.48588 -1.175
C -0.14923 3.52430 0.09282 -0.026
O -1.16583 4.16674 -0.60699 -0.588
C 0.36166 2.22534 -0.60054 -0.027
F 0.15676 2.18135 -1.93200 -0.471
C -0.32301 1.04027 0.15398 -0.426
C 0.67942 -0.04641 0.59766 -1.031
C 0.68032 -1.25154 -0.37343 -0.790
C 1.05476 -0.84292 -1.82167 -0.318
C 1.27171 -2.00188 -2.76700 -1.061
B -0.06319 -2.81838 -3.07195 0.639
O -1.15076 -2.82412 -2.22656 -0.633
O -0.13109 -3.62166 -4.24982 -0.565
H 1.15680 -0.89937 3.78110 0.304
H 1.91203 -1.52853 2.47058 0.332
H -2.19827 -2.37481 1.34356 0.382
H 0.12927 1.36729 3.31852 0.539
H -1.36405 0.50150 3.25222 0.147
H -2.13254 1.52533 1.36157 0.458
H -1.56366 3.70905 1.77254 0.376
H 0.13314 3.34004 2.22154 0.377
H 0.65225 4.26363 0.20428 0.270
H -1.00389 4.07881 -1.56022 0.341
H 1.42992 2.18136 -0.41813 0.439
H -1.02843 0.57480 -0.52074 0.656
H 1.68854 0.35081 0.66700 0.750
H -0.31643 -1.73057 -0.39862 0.334
H 1.34869 -2.06355 0.01182 0.422
H 1.95793 -0.20187 -1.83174 0.413
H 0.29147 -0.12672 -2.20973 0.270
H 2.04214 -2.70089 -2.39392 0.355
H 1.62142 -1.64086 -3.75125 0.331
H -1.98711 -3.26813 -2.46300 0.303
H -0.98127 -3.91673 -4.57112 0.259

# 4
14
Properties=species:S:1:pos:R:3:mulliken_charge:R:1 method="wB97M-V/def2-TZVPD" homo_lumo_gap_ev=8.526 spin_multiplicity=1 e_lumo_ev=0.00
C -2.56074 -1.36934 -0.92323 -0.824
C -1.75267 -0.23496 -0.34928 0.553
C 1.87219 -0.61143 0.14414 -0.048
H -2.03996 -1.95872 -1.66280 0.259
H -3.41151 -0.83016 -1.49349 0.279
H -2.93983 -1.97546 -0.09441 0.291
H 0.61689 1.25210 0.41917 0.350
H 2.11082 -1.81542 0.30085 0.262
H -1.94094 2.97026 0.22377 0.370
N 0.77201 0.21600 0.58431 -0.239
N -2.00878 0.97392 -0.62760 -0.382
O -1.24883 1.92734 0.13778 -0.494
S -0.60700 -0.61239 1.08567 -0.089
S 3.16324 0.10636 -0.56831 -0.287

# 5
11
Properties=species:S:1:pos:R:3:mulliken_charge:R:1 method="wB97M-V/def2-TZVPD" smiles=Cn1nccn1 homo_lumo_gap_ev=10.396 spin_multiplicity=1 e_lumo_ev=0.86
C 0.14366 1.70862 -0.39235 -0.608
N 0.38016 0.53507 0.49254 0.109
N 1.28556 -0.69337 -0.23650 -0.510
C 0.51403 -1.70827 -0.06429 -0.037
C -0.84251 -1.26768 0.61238 -0.127
N -0.76839 -0.00880 0.83248 -0.399
H -0.37381 2.56511 0.07977 0.262
H -0.47389 1.38781 -1.23901 0.284
H 1.12216 2.03783 -0.72245 0.284
H 0.68522 -2.76713 -0.33557 0.364
H -1.77174 -1.74108 0.98975 0.378

# 6
20
Properties=species:S:1:pos:R:3:mulliken_spin:R:1 method="wB97M-V/def2-TZVPD" s2=3.754 charge=-1 homo_lumo_gap_ev="6.298 / 6.314" spin_multiplicity=4 e_lumo_ev="2.98 / 2.98"
C -0.43210 1.05500 -2.08427 -0.009
C 0.97298 1.23340 -1.87485 -0.003
C 1.15552 2.09854 -0.74646 0.001
C -0.15390 2.46549 -0.26483 -0.004
C -1.12941 1.80642 -1.08706 0.002
Er 0.10106 0.03794 0.31474 3.037
N -1.39918 -1.39265 -0.05338 -0.006
C -0.36452 -2.36051 -0.50770 -0.004
C 1.04203 -1.83261 -0.71988 -0.012
H 2.11562 2.32737 -0.25546 0.001
H 1.77238 0.74984 -2.45218 0.000
H -0.36802 3.01841 0.66178 0.000
H -2.22018 1.86476 -0.97221 0.001
H -0.89524 0.46802 -2.88903 0.001
H 1.39552 -1.79483 -1.75432 0.002
H -0.30526 -3.20080 0.21200 0.000
H -2.36912 -1.70624 0.01521 -0.001
H 1.79997 -2.10311 0.03481 -0.002
H -0.72591 -2.76502 -1.46869 0.001
I -0.65934 0.30101 2.94697 -0.005

# 7
22
Properties=species:S:1:pos:R:3:mulliken_charge:R:1 method="wB97M-V/def2-TZVPD" homo_lumo_gap_ev="7.907 / 5.042" spin_multiplicity=1 e_lumo_ev="-0.08 / -1.75"
C -0.27461 2.70328 0.24106 -0.670
C -1.72585 -2.07628 1.12558 -0.084
C -1.16319 1.74763 0.70080 -0.726
C -0.93532 -2.76211 0.20752 -0.634
C -1.68221 -0.66102 1.40932 -0.772
C 0.93951 2.34918 -0.43029 -0.599
C -0.87407 0.35549 0.80782 0.733
C 1.20125 1.01836 -0.40114 0.391
C -0.46116 -2.25626 -1.02182 0.535
C 0.40573 0.05470 0.28564 -0.473
N -0.02866 -1.98583 -2.05037 -0.550
N 2.43749 0.66163 -0.90370 -0.222
P 2.94723 -0.50666 -2.03126 -0.153
H -0.48033 3.72897 0.14457 0.388
H -2.29245 -2.65829 1.86806 0.332
H -2.13077 2.07217 1.14095 0.322
H -0.76900 -3.88506 0.40611 0.290
H -2.53615 -0.34349 2.05808 0.297
H 1.70416 3.03654 -0.88674 0.307
H 0.83346 -0.90111 0.47640 0.879
H 3.12102 1.46939 -0.89175 0.317
H 1.76394 -1.16123 -2.25486 0.093

Repeat the second record exactly.
8
Properties=species:S:1:pos:R:3:mulliken_charge:R:1 method="wB97M-V/def2-TZVPD" charge=-2 homo_lumo_gap_ev=3.400 spin_multiplicity=1 e_lumo_ev=5.41
N -0.01823 2.04179 0.37257 -0.193
N 1.76970 -0.41292 1.66075 0.659
N 2.89632 -0.40470 1.59955 -0.799
N -1.14678 1.99724 0.26747 0.672
N 0.63659 -0.14764 1.61897 -0.216
O -2.33538 1.88452 0.33332 -0.497
S -0.85039 -0.89840 1.97173 -0.625
H -0.95182 -4.05989 -7.82434 -1.000

Repeat the fourth record exactly.
14
Properties=species:S:1:pos:R:3:mulliken_charge:R:1 method="wB97M-V/def2-TZVPD" homo_lumo_gap_ev=8.526 spin_multiplicity=1 e_lumo_ev=0.00
C -2.56074 -1.36934 -0.92323 -0.824
C -1.75267 -0.23496 -0.34928 0.553
C 1.87219 -0.61143 0.14414 -0.048
H -2.03996 -1.95872 -1.66280 0.259
H -3.41151 -0.83016 -1.49349 0.279
H -2.93983 -1.97546 -0.09441 0.291
H 0.61689 1.25210 0.41917 0.350
H 2.11082 -1.81542 0.30085 0.262
H -1.94094 2.97026 0.22377 0.370
N 0.77201 0.21600 0.58431 -0.239
N -2.00878 0.97392 -0.62760 -0.382
O -1.24883 1.92734 0.13778 -0.494
S -0.60700 -0.61239 1.08567 -0.089
S 3.16324 0.10636 -0.56831 -0.287